No. 1
This record from the OMol25 dataset describes 2 unconnected molecules or ions with the total composition C2H8N2O2. The level of theory is the ωB97M-V functional and the def2-TZVPD basis.

As for the total charge: 0. The LUMO energy comes out at 0.026 Ha. For the energy above the lowest of the compared OMol25 structures with the same formula, charge and spin, the calculation gives 52.3 kJ/mol. Its molecular weight is 92.1 g mol⁻¹. For the HOMO energy, the calculation gives -9.460 eV.

```
14
Properties=species:S:1:pos:R:3:forces:R:3:lowdin_charge:R:1
N -0.84927 0.48000 -0.41167 0.12 0.01 0.05 0.002
C 0.44983 0.91357 -0.93157 -0.08 0.15 0.36 -0.182
C 1.61515 0.21647 -0.24640 -0.22 -0.02 0.29 -0.553
N 1.57902 0.22839 1.11724 0.31 -0.07 -0.08 0.150
O 2.55465 -0.25923 -0.84457 0.17 0.06 -0.30 0.048
H -1.38343 -0.01327 -1.11334 -0.02 -0.13 0.13 0.071
H -1.40867 1.25649 -0.09327 -0.05 0.07 -0.10 0.073
H 0.58383 1.97501 -0.71691 0.05 0.10 -0.10 0.119
H 0.56086 0.78096 -2.00144 0.00 -0.13 -0.14 0.115
H 0.75951 0.42604 1.65902 -0.12 0.04 -0.16 0.087
H 2.38101 -0.18500 1.56108 -0.11 -0.07 0.16 0.104
O -2.51162 -1.75974 0.46480 -0.24 0.46 -0.20 -0.078
H -2.60130 -2.69002 0.67362 0.35 -0.03 0.27 0.029
H -1.72956 -1.36967 0.88340 -0.15 -0.45 -0.18 0.014
```
Forces are in eV/Å.



No. 2
This record from the OMol25 dataset describes 13 unconnected molecules or ions with the total composition C26H68BO31. The level of theory is the ωB97M-V functional and the def2-TZVPD basis.

As for the total charge: -1. The LUMO energy comes out at 0.059 Ha. For the energy above the lowest of the compared OMol25 structures with the same formula, charge and spin, the calculation gives 0.0 kJ/mol. Its molecular weight is 887.6 g mol⁻¹. For the HOMO energy, the calculation gives -7.693 eV.

```
126
Properties=species:S:1:pos:R:3:forces:R:3:lowdin_charge:R:1
O -6.74872 9.40339 -19.10434 -0.11 -0.07 0.11 0.131
C -6.79630 10.59911 -19.14114 -0.59 0.48 -1.12 -0.330
O -6.47682 11.43992 -18.21032 0.67 -0.18 0.97 0.236
B -6.54664 12.82228 -18.65214 -0.32 -0.21 -0.30 -0.888
O -7.26341 12.73508 -19.93000 0.33 0.59 -0.35 0.252
C -7.36755 11.47870 -20.31756 -0.63 -0.42 0.99 -0.330
O -7.98625 11.07135 -21.25626 0.25 -0.05 -0.36 0.147
O -5.20192 13.42945 -18.77095 -0.03 0.23 -0.05 0.210
C -5.04601 14.36089 -17.83851 -0.66 -0.14 0.52 -0.364
O -4.03666 14.89078 -17.50578 0.51 0.54 -0.19 0.171
C -6.42089 14.56107 -17.16316 -0.15 -0.03 -0.65 -0.379
O -7.21922 13.63702 -17.64261 -0.41 -0.05 -0.65 0.220
O -6.73010 15.38558 -16.36430 0.19 0.71 -0.05 0.141
O -8.77105 11.81042 -16.17803 0.03 -0.03 -0.19 -0.046
H -8.20171 12.39014 -16.71006 -0.52 -0.26 0.43 -0.001
H -9.67674 12.05276 -16.43529 0.29 0.07 0.05 0.011
C -8.93904 16.95168 -14.10374 -0.06 0.82 0.68 -0.260
C -8.83011 17.98719 -15.20040 0.76 0.54 -1.02 -0.263
O -9.96946 18.06061 -16.04402 -0.65 -0.25 0.45 -0.057
O -8.89496 15.64077 -14.61653 0.31 0.64 0.18 -0.052
H -9.78112 17.12611 -13.42680 -0.68 -0.40 -0.71 0.118
H -8.15666 17.18267 -13.36238 0.66 -0.30 -0.43 0.111
H -7.97216 17.73341 -15.83879 0.06 -0.38 0.15 0.094
H -8.54697 18.99254 -14.85965 -0.36 -0.08 0.61 0.115
H -9.73952 18.48158 -16.87405 0.21 0.00 0.00 0.079
H -8.12964 15.67792 -15.22266 -0.49 -0.64 0.14 0.039
C -5.05072 17.08184 -20.68897 0.76 -0.64 0.35 -0.226
C -6.50012 17.35615 -20.31825 1.19 2.09 -1.46 -0.224
O -6.51602 18.19988 -19.18066 -0.86 -0.83 1.16 -0.073
O -4.41622 18.33830 -21.01604 -0.16 -0.36 0.65 -0.067
H -4.81559 16.41445 -21.51974 -0.80 -0.08 -0.17 0.119
H -4.55024 16.61638 -19.83052 0.06 0.17 0.10 0.107
H -7.17510 16.51157 -20.23310 0.15 -0.10 0.40 0.121
H -6.80125 18.00880 -21.15108 -0.63 -0.49 -0.20 0.116
H -5.83973 18.88229 -19.20015 0.15 -0.13 -0.46 0.070
H -3.77958 18.48051 -20.31032 0.14 0.28 -0.24 0.073
C -3.08323 9.19586 -16.67186 0.39 1.12 -0.25 -0.231
C -4.48586 9.59728 -17.08266 -0.46 -0.68 -0.99 -0.223
O -5.39668 9.60439 -15.99525 -0.17 0.42 0.25 -0.063
O -2.18077 9.40018 -17.74338 -0.01 -0.47 -0.30 -0.072
H -3.03595 8.15125 -16.36111 -0.03 -0.02 0.10 0.117
H -2.76284 9.86206 -15.86480 -0.24 -0.33 0.41 0.122
H -4.88684 8.97860 -17.89684 0.36 -0.50 0.39 0.113
H -4.53748 10.55827 -17.59963 0.53 0.28 0.83 0.114
H -5.70824 8.73228 -15.74568 0.14 -0.15 -0.25 0.098
H -1.73871 10.25311 -17.62190 -0.01 0.07 0.02 0.039
C -0.57135 13.76274 -20.40998 0.27 0.01 -0.27 -0.250
C -2.05320 13.49690 -20.57361 -1.01 -0.51 0.09 -0.188
O -2.60889 13.01986 -19.33752 0.53 0.23 -0.19 -0.088
O -0.26974 15.01682 -19.84954 -0.03 0.46 0.03 -0.076
H -0.08937 13.72761 -21.38877 -0.13 0.18 -0.15 0.116
H -0.06431 12.97933 -19.83920 -0.41 -0.30 0.12 0.118
H -2.32755 12.76318 -21.34101 0.75 -0.27 -0.06 0.118
H -2.61795 14.37150 -20.91626 0.45 0.44 0.30 0.118
H -3.54436 13.24662 -19.28714 0.16 -0.19 -0.05 0.045
H -0.46876 15.03375 -18.89122 -0.06 -0.29 -0.29 0.041
C -4.25995 18.02791 -16.17112 0.17 -0.70 -0.26 -0.236
C -5.23031 18.59457 -15.17621 0.28 -0.54 0.59 -0.238
O -4.58230 19.50006 -14.27078 -0.57 0.33 -0.65 -0.057
O -3.90312 19.06379 -17.08843 0.04 0.17 -0.04 -0.065
H -4.66614 17.16972 -16.71312 -0.46 0.19 0.04 0.091
H -3.39982 17.59866 -15.64469 0.20 0.45 0.07 0.128
H -5.60291 17.79778 -14.53044 -0.05 -0.19 -0.21 0.117
H -6.08653 19.01877 -15.70434 0.06 0.33 0.10 0.110
H -4.61749 20.35712 -14.70941 0.29 0.03 0.18 0.081
H -3.26847 18.71665 -17.72044 0.11 -0.05 0.14 0.075
C -10.89123 9.88056 -18.31614 -0.08 0.45 1.41 -0.237
C -11.05020 11.34718 -18.68026 0.62 0.13 -0.43 -0.206
O -11.17752 12.25002 -17.56121 -0.48 -0.80 -0.13 -0.079
O -12.09743 9.36622 -17.75745 -0.17 -0.17 -0.37 -0.063
H -10.09818 9.73595 -17.57560 0.19 0.20 -0.15 0.106
H -10.61556 9.27778 -19.17890 -0.26 0.14 -0.22 0.121
H -11.93421 11.43616 -19.31486 0.04 0.06 -0.12 0.121
H -10.15259 11.68254 -19.21106 -0.09 -0.22 -0.39 0.109
H -11.61389 13.02515 -17.92274 0.03 0.17 0.31 0.095
H -12.22255 9.77824 -16.89763 0.09 0.02 0.01 0.085
C -0.95024 14.09541 -16.15564 -0.50 0.69 0.55 -0.206
C -0.24667 12.81017 -16.52907 -0.05 1.16 -0.68 -0.219
O -0.99548 11.99251 -17.41008 0.16 -0.14 0.64 -0.081
O -1.12080 14.99914 -17.25302 0.36 -0.14 -0.20 -0.085
H -0.33662 14.63749 -15.42575 0.01 -0.28 0.14 0.123
H -1.94903 13.96185 -15.72917 0.21 -0.40 0.18 0.104
H 0.04978 12.31817 -15.60491 -0.27 -0.50 -0.09 0.121
H 0.67511 13.15499 -17.01407 0.20 -0.31 -0.13 0.119
H -1.54931 12.55208 -17.98900 -0.02 -0.06 -0.12 0.048
H -2.05648 15.20598 -17.32120 -0.22 -0.14 -0.15 0.054
C -8.00701 6.50589 -18.68736 -1.17 -0.05 0.86 -0.205
C -8.08307 7.05682 -17.25201 0.71 -1.02 0.16 -0.243
O -9.43050 7.23611 -16.87737 -0.12 1.00 -0.01 -0.062
O -8.84535 5.33348 -18.73280 0.11 -0.10 -0.29 -0.081
H -7.03136 6.29773 -19.12015 0.17 0.24 0.23 0.121
H -8.55653 7.23335 -19.28584 0.32 0.05 -0.29 0.105
H -7.46470 7.94932 -17.14724 -0.65 0.50 -0.21 0.093
H -7.66429 6.38178 -16.49216 0.32 -0.46 -0.41 0.112
H -9.97278 6.55777 -17.29352 0.24 -0.17 -0.11 0.082
H -8.31405 4.55601 -18.54254 0.04 0.04 0.07 0.085
C -11.05298 12.94492 -23.47586 -0.04 1.73 -0.52 -0.247
C -9.61992 13.47029 -23.48011 0.70 -0.60 0.99 -0.250
O -8.66710 12.44887 -23.72721 -0.04 0.03 -0.20 -0.077
O -11.51075 12.51201 -24.74440 0.01 -0.97 0.14 -0.061
H -11.70278 13.76636 -23.14726 0.03 0.10 0.19 0.111
H -11.16328 12.18019 -22.71045 0.09 -0.48 -0.39 0.117
H -9.42095 13.87626 -22.47671 -0.21 0.10 0.04 0.112
H -9.36863 14.28825 -24.15744 -0.62 -0.09 -0.36 0.116
H -8.47973 12.00369 -22.88931 0.00 -0.07 -0.06 0.032
H -11.74174 13.25324 -25.30550 0.12 0.24 0.18 0.079
C -5.64628 12.89420 -15.01273 -1.06 -0.52 0.43 -0.227
C -5.17670 14.11033 -14.24465 -0.57 -0.55 -0.44 -0.218
O -3.76621 14.20046 -14.24454 0.34 0.36 0.18 -0.061
O -5.47242 11.70694 -14.23822 0.38 0.41 -0.84 -0.054
H -5.15948 12.85590 -15.99960 0.55 -0.32 0.31 0.119
H -6.71692 12.95040 -15.25796 0.05 0.36 0.37 0.113
H -5.61082 14.06670 -13.24182 0.16 0.04 0.09 0.132
H -5.59327 14.97093 -14.76958 0.56 0.08 0.48 0.091
H -3.40247 13.49844 -13.69691 -0.18 -0.13 0.01 0.090
H -5.66098 10.98279 -14.87063 0.26 -0.05 0.50 0.050
C -7.12843 8.58099 -23.45900 -0.88 0.04 0.04 -0.259
C -7.38465 7.82158 -22.17158 -0.20 0.58 -0.26 -0.259
O -6.24190 7.93406 -21.34811 0.46 -0.46 0.25 -0.085
O -6.02024 8.00664 -24.14075 0.11 0.55 0.59 -0.066
H -7.03414 9.64418 -23.21842 0.48 0.03 -0.21 0.102
H -8.00696 8.49692 -24.10491 0.11 -0.10 -0.09 0.122
H -7.58698 6.79963 -22.51347 0.16 -0.22 0.68 0.120
H -8.24130 8.23726 -21.63272 -0.20 -0.13 -0.27 0.111
H -6.44412 8.41212 -20.51850 -0.11 -0.21 -0.64 0.033
H -5.32574 8.05226 -23.46414 0.10 -0.20 -0.34 0.080
```
Forces are in eV/Å.